Run 1
The following is a DFT calculation (ωB97M-V/def2-TZVPD) of a structure of composition C40H20F15GeMnN4O2S3.

Values from the calculation:
- Kohn-Sham gap (alpha / beta): 6.48 / 6.89 eV
- HOMO energy (alpha / beta): -4.67 / -5.08 eV
- Expectation value of S²: 8.76
- LUMO energy (alpha / beta): 1.808 / 1.807 eV

The geometry in ORCA input format:
```
! wB97M-V def2-TZVPD RIJCOSX def2/J DEFGRID3
* xyz -1 6
Mn 0.247 1.077 -0.022
C -2.549 4.411 1.153
C -1.333 3.646 0.699
N -1.382 2.378 0.484
N -2.621 1.760 0.590
C -2.828 0.853 -0.308
S -1.795 0.425 -1.633
S -4.380 0.021 -0.020
C -4.958 -0.293 -1.718
C -5.673 0.902 -2.281
C -7.030 1.097 -2.038
C -7.669 2.253 -2.462
C -6.955 3.235 -3.135
C -5.605 3.042 -3.394
C -4.968 1.883 -2.975
C -0.113 4.416 0.368
C -0.005 5.742 0.809
C 1.021 6.578 0.417
C 1.963 6.102 -0.496
C 1.898 4.807 -0.954
C 0.900 3.906 -0.511
O 0.947 2.674 -0.903
H -3.391 3.735 1.257
H -2.798 5.188 0.428
H -2.353 4.894 2.112
H -5.617 -1.158 -1.644
H -4.071 -0.552 -2.295
H -7.586 0.337 -1.500
H -8.725 2.391 -2.260
H -7.447 4.145 -3.454
H -5.042 3.802 -3.922
H -3.913 1.734 -3.169
H -0.753 6.125 1.492
H 1.082 7.588 0.800
H 2.752 6.757 -0.850
H 2.626 4.422 -1.657
F 0.525 -5.439 2.207
C -0.678 -5.115 1.698
C -0.884 -3.896 1.078
C -2.132 -3.708 0.504
F -2.377 -2.602 -0.193
C -3.144 -4.648 0.586
F -4.332 -4.434 0.017
C -2.910 -5.835 1.254
F -3.873 -6.753 1.350
C -1.668 -6.075 1.810
F -1.434 -7.233 2.438
Ge 0.493 -2.481 0.780
S -0.316 -0.627 1.521
C 0.795 -2.642 -1.202
C 0.981 -3.915 -1.734
F 0.393 -4.978 -1.170
C 1.751 -4.179 -2.853
F 1.852 -5.416 -3.340
C 2.427 -3.149 -3.473
F 3.188 -3.388 -4.535
C 2.302 -1.864 -2.978
F 2.950 -0.861 -3.568
C 1.496 -1.647 -1.878
F 1.433 -0.365 -1.464
C 1.926 -2.952 2.061
C 3.224 -3.117 1.631
F 3.496 -3.011 0.309
C 4.273 -3.387 2.490
F 5.520 -3.546 2.041
C 4.002 -3.494 3.841
F 4.990 -3.745 4.700
C 2.705 -3.343 4.306
F 2.461 -3.461 5.612
C 1.682 -3.075 3.415
F 0.445 -2.965 3.897
N 5.527 -0.905 -0.516
C 5.842 0.068 0.372
O 6.974 0.232 0.789
C 4.714 0.957 0.799
C 5.014 2.253 1.200
C 3.987 3.080 1.609
C 2.692 2.586 1.595
N 2.385 1.348 1.208
C 3.386 0.552 0.839
H 6.248 -1.542 -0.806
H 4.604 -1.014 -0.894
H 6.045 2.579 1.194
H 4.175 4.096 1.926
H 1.863 3.205 1.916
H 3.106 -0.471 0.607
*
```

***

Run 2
The following is a DFT calculation (ωB97M-V/def2-TZVPD) of a structure of composition C40H20F15GeMnN4O2S3.

Values from the calculation:
- Kohn-Sham gap (alpha / beta): 6.29 / 7.47 eV
- HOMO energy (alpha / beta): -4.09 / -5.29 eV
- Expectation value of S²: 8.76
- LUMO energy (alpha / beta): 2.199 / 2.180 eV

The geometry in ORCA input format:
```
! wB97M-V def2-TZVPD RIJCOSX def2/J DEFGRID3
* xyz -1 6
Mn 0.335 -1.592 -0.878
C -0.296 -2.766 3.449
C -0.573 -2.344 2.028
N 0.419 -2.131 1.202
N 1.672 -2.256 1.746
C 2.675 -2.081 0.950
S 2.600 -1.801 -0.760
S 4.291 -2.153 1.631
C 3.990 -1.483 3.319
C 3.805 0.004 3.297
C 2.526 0.552 3.298
C 2.348 1.928 3.272
C 3.448 2.772 3.264
C 4.728 2.235 3.250
C 4.904 0.860 3.254
C -1.961 -2.205 1.624
C -2.990 -2.391 2.565
C -4.325 -2.340 2.226
C -4.693 -2.105 0.903
C -3.722 -1.880 -0.047
C -2.350 -1.878 0.286
O -1.488 -1.577 -0.629
H 0.753 -3.014 3.559
H -0.899 -3.634 3.716
H -0.539 -1.952 4.136
H 4.877 -1.770 3.883
H 3.110 -1.994 3.700
H 1.671 -0.112 3.322
H 1.347 2.344 3.266
H 3.304 3.846 3.261
H 5.592 2.888 3.240
H 5.904 0.443 3.215
H -2.728 -2.564 3.600
H -5.082 -2.469 2.989
H -5.741 -2.077 0.625
H -3.977 -1.642 -1.074
F 0.269 5.069 -1.559
C 1.505 4.554 -1.434
C 1.692 3.201 -1.664
C 2.984 2.720 -1.512
F 3.236 1.441 -1.733
C 4.041 3.539 -1.156
F 5.275 3.053 -1.025
C 3.816 4.887 -0.947
F 4.822 5.690 -0.607
C 2.538 5.400 -1.087
F 2.322 6.705 -0.870
Ge 0.099 2.050 -2.059
S 0.296 0.013 -2.704
C -0.914 2.991 -3.495
C -0.334 3.813 -4.443
F 0.989 4.033 -4.412
C -1.073 4.425 -5.439
F -0.490 5.212 -6.350
C -2.440 4.218 -5.493
F -3.169 4.815 -6.434
C -3.049 3.378 -4.576
F -4.368 3.173 -4.640
C -2.275 2.766 -3.610
F -2.866 1.929 -2.748
C -0.925 2.416 -0.369
C -1.962 3.316 -0.174
F -2.414 4.060 -1.188
C -2.559 3.489 1.061
F -3.551 4.371 1.223
C -2.134 2.747 2.149
F -2.716 2.900 3.333
C -1.078 1.864 2.001
F -0.634 1.180 3.057
C -0.491 1.743 0.759
F 0.601 0.982 0.645
N -3.820 -5.067 -1.649
C -2.890 -6.045 -1.830
O -3.201 -7.195 -2.085
C -1.467 -5.622 -1.688
C -0.488 -6.592 -1.482
C 0.818 -6.188 -1.290
C 1.112 -4.832 -1.288
N 0.193 -3.899 -1.531
C -1.056 -4.298 -1.759
H -4.783 -5.354 -1.644
H -3.591 -4.189 -1.211
H -0.781 -7.634 -1.474
H 1.611 -6.907 -1.135
H 2.116 -4.469 -1.100
H -1.752 -3.509 -2.021
*
```

***

List of relative energies, unit eV: run 1 0.864; run 2 0.000